# 1
Below is a cluster of 3 separate species, C35H45F17O11PS in total at a distorted geometry, with properties calculated with ωB97M-V/def2-TZVPD.

- gap between HOMO and LUMO (eV) = 5.7
- E_HOMO (eV) = -5.08
- E_tot (eV) = -125843.27542
- total charge = -1
- 2S+1 = 1

Atoms and positions in Å:
S (5.255, 1.556, 0.059)
P (3.358, 1.387, -0.915)
F (-2.537, -2.727, -2.180)
F (-5.156, -1.033, 2.681)
F (-7.218, -3.116, 0.242)
F (-2.635, 1.057, -1.678)
F (-2.223, -1.427, -4.146)
F (0.242, -1.315, -2.562)
F (-7.546, -1.497, 2.887)
F (-4.960, 0.129, -3.143)
F (-4.176, -2.528, 0.307)
F (-5.358, -3.500, -2.001)
F (-0.586, 0.891, -3.407)
F (-6.773, -1.600, -2.229)
F (-6.081, -3.352, 2.547)
F (-1.914, -0.776, -0.339)
F (-4.694, -1.933, -4.267)
F (-7.516, -0.641, 0.447)
F (-4.798, -0.139, -0.093)
O (2.795, 3.196, 1.863)
O (3.089, 3.066, -0.583)
O (0.875, -6.152, 3.641)
O (-1.135, 8.525, -0.213)
O (6.518, 1.276, -0.785)
O (-2.872, 9.897, 0.371)
O (-1.019, -5.074, 2.943)
O (4.878, 0.793, -3.285)
O (-0.781, -7.277, 2.532)
O (-2.752, 7.824, 1.248)
O (5.439, 3.100, 0.383)
C (5.304, 0.797, 1.809)
C (-2.049, -5.452, 2.044)
C (-2.160, 8.731, 0.413)
C (-4.925, 7.616, 2.278)
C (3.432, -0.473, -1.242)
C (-3.340, -4.729, 2.373)
C (0.423, 0.718, -1.093)
C (5.760, 1.261, -4.373)
C (-4.408, -1.232, -2.953)
C (5.215, -5.373, -0.447)
C (-0.210, -6.166, 3.087)
C (-5.162, -1.558, -0.302)
C (0.670, 3.778, 0.597)
C (-2.806, -1.354, -2.752)
C (-0.229, 3.221, 1.894)
C (-6.560, -1.799, 0.585)
C (5.189, -6.349, 0.891)
C (-2.564, 4.386, 0.874)
C (3.662, -6.557, 1.513)
C (4.166, 1.873, -2.623)
C (-1.834, 3.501, 2.088)
C (-1.662, 4.970, -0.401)
C (-0.035, 4.677, -0.579)
C (1.675, 1.406, -1.874)
C (4.763, -1.314, -0.900)
C (-2.126, -6.935, 2.246)
C (4.446, -3.942, -0.102)
C (-4.109, 9.634, 1.007)
C (2.263, 3.301, 0.613)
C (-0.481, -0.064, -2.266)
C (4.420, -2.890, -1.374)
C (-5.359, -1.995, -1.864)
C (-2.062, -0.303, -1.767)
C (-6.256, -1.906, 2.217)
C (-3.759, 8.528, 1.957)
H (0.690, 0.029, -0.188)
H (-3.723, 4.559, 0.987)
H (-3.618, -4.876, 3.422)
H (-3.217, -3.650, 2.231)
H (5.622, -7.431, 0.675)
H (6.684, 0.522, -4.531)
H (5.232, -3.279, -2.140)
H (2.845, -6.169, 0.734)
H (2.584, -0.966, -0.552)
H (3.343, -2.943, -1.850)
H (4.986, -3.518, 0.859)
H (-3.316, 8.917, 2.882)
H (-2.476, -7.459, 1.352)
H (4.978, 2.698, -2.328)
H (3.526, -5.878, 2.486)
H (3.458, -7.674, 1.852)
H (5.055, -1.435, 0.224)
H (3.399, 2.469, -3.317)
H (-2.400, 3.056, 3.011)
H (5.327, 1.631, 2.653)
H (-5.743, 8.167, 2.752)
H (1.918, 0.928, -2.926)
H (6.348, -5.095, -0.645)
H (4.805, -5.886, -1.415)
H (4.432, 0.025, 1.928)
H (5.685, -1.033, -1.605)
H (3.085, -0.809, -2.337)
H (6.334, 0.221, 1.853)
H (-2.748, -7.229, 3.099)
H (3.311, -4.102, 0.226)
H (5.208, 1.285, -5.431)
H (6.255, 2.320, -4.159)
H (-4.161, -5.074, 1.738)
H (-2.264, 5.590, -1.207)
H (1.394, 2.536, -2.091)
H (0.612, 5.052, -1.488)
H (-4.837, 9.340, 0.242)
H (5.834, -5.888, 1.783)
H (-5.305, 7.127, 1.375)
H (-4.476, 10.525, 1.524)
H (0.302, 2.569, 2.742)
H (-4.605, 6.815, 2.954)
H (2.687, 1.074, 0.353)
H (-0.340, 1.527, -0.658)
H (-1.722, -5.200, 1.028)

***

# 2
Below is a structure of composition C35H45MnN4P2, with properties calculated with ωB97M-V/def2-TZVPD.

- gap between HOMO and LUMO (spin up / spin down) (eV) = 6.6 / 6.7
- E_HOMO (spin up / spin down) (eV) = -9.47 / -9.63
- expectation value of S² = 8.763
- E_tot (eV) = -92880.63230
- total charge = +1
- 2S+1 = 6

Atoms and positions in Å:
Mn (0.857, 0.338, -0.318)
P (1.832, 0.218, 1.903)
P (-0.130, 1.886, -1.906)
N (-2.259, -2.963, -0.582)
N (1.239, -1.482, -1.418)
N (-0.839, 0.651, 0.733)
N (-4.209, -2.442, 0.685)
C (0.648, -3.794, -1.601)
C (2.150, -2.773, -3.189)
C (-0.969, -1.439, 4.406)
C (-1.343, 2.010, -4.482)
C (-2.121, -0.547, 2.480)
C (0.906, 4.301, -1.075)
C (-3.245, -2.162, -0.188)
C (0.593, 3.511, -2.346)
C (-4.175, -3.666, 1.206)
C (-2.232, -4.186, -0.042)
C (-3.535, 3.665, -0.523)
C (-2.140, -1.228, 3.684)
C (0.227, -0.988, 3.878)
C (4.455, -0.761, 1.905)
C (-1.748, 1.634, 0.348)
C (-1.577, -0.104, -3.145)
C (-2.496, 3.246, -1.330)
C (3.373, 2.555, 1.955)
C (2.002, -1.580, -2.514)
C (2.618, -2.467, 1.886)
C (-0.042, -5.000, -1.101)
C (3.042, -1.089, 2.391)
C (-0.666, 1.079, -3.476)
C (-3.199, -4.586, 0.868)
C (-1.187, -5.155, -0.439)
C (-3.648, 3.100, 0.742)
C (0.589, -2.559, -0.974)
C (-1.602, 2.254, -0.919)
C (-2.778, 2.116, 1.173)
C (1.844, 3.311, -3.203)
C (2.353, 1.761, 2.778)
C (1.472, -3.889, -2.717)
C (0.265, -0.303, 2.663)
C (1.131, 2.634, 3.072)
C (-0.926, -0.034, 1.957)
H (2.953, 2.828, 0.985)
H (-3.042, -0.412, 1.928)
H (-1.483, 1.483, -5.428)
H (1.577, -4.842, -3.222)
H (1.145, -1.175, 4.423)
H (1.556, 3.734, -0.406)
H (0.257, 0.693, -3.922)
H (-3.191, -5.579, 1.297)
H (-0.165, 4.053, -2.916)
H (1.633, 2.803, -4.145)
H (3.625, 3.482, 2.473)
H (-0.989, -1.956, 5.356)
H (2.492, -0.673, -2.848)
H (2.296, 4.275, -3.441)
H (-4.426, 3.440, 1.415)
H (0.000, 4.559, -0.525)
H (2.781, -2.827, -4.065)
H (-0.006, -2.427, -0.080)
H (-2.548, 0.264, -2.810)
H (-4.956, -3.917, 1.915)
H (2.811, 1.436, 3.717)
H (0.422, 2.146, 3.739)
H (4.299, 2.015, 1.772)
H (-4.224, 4.428, -0.858)
H (-3.083, -1.604, 4.063)
H (0.599, 2.889, 2.151)
H (3.261, -3.228, 2.331)
H (2.746, -2.531, 0.802)
H (-1.182, -0.755, -2.362)
H (-2.359, 3.720, -2.295)
H (2.595, 2.725, -2.664)
H (-3.256, -1.165, -0.612)
H (0.496, -5.918, -1.318)
H (4.874, 0.120, 2.388)
H (1.454, 3.567, 3.537)
H (1.428, 5.225, -1.329)
H (-1.423, -6.176, -0.157)
H (-2.331, 2.307, -4.129)
H (-1.735, -0.720, -4.032)
H (1.585, -2.713, 2.132)
H (4.473, -0.601, 0.824)
H (-2.888, 1.728, 2.175)
H (-0.767, 2.910, -4.692)
H (5.120, -1.597, 2.126)
H (3.046, -1.088, 3.485)

***

# 3
Below is a structure of composition C35H45N4O2SeSi3Ta, with properties calculated with ωB97M-V/def2-TZVPD.

- gap between HOMO and LUMO (eV) = 4.3
- E_HOMO (eV) = 0.04
- E_tot (eV) = -137616.64899
- total charge = -2
- ΔE to the lowest compared entry with this formula, charge and spin (eV) = 0.643
- 2S+1 = 1

Atoms and positions in Å:
Ta (-0.022, 0.625, -0.393)
Se (-0.182, 2.299, -2.090)
Si (-2.091, -2.423, 0.708)
Si (-1.838, -0.918, 3.359)
Si (0.448, -2.690, 2.313)
O (1.490, -2.471, -2.295)
O (2.678, 1.776, -1.156)
N (1.898, -0.290, -1.732)
N (-0.929, -1.125, -1.631)
N (3.688, 0.803, -2.900)
N (-0.549, 2.121, 1.225)
C (3.125, -1.377, -3.539)
C (0.069, -4.326, 3.250)
C (-2.245, -4.328, 0.888)
C (-1.160, 4.021, 3.140)
C (-2.125, -3.129, -2.051)
C (-0.801, -0.985, -2.959)
C (1.710, -2.000, 3.548)
C (1.640, 0.648, 1.120)
C (-2.742, -2.258, 4.388)
C (2.683, 1.864, 2.974)
C (-4.095, 2.487, 0.460)
C (2.113, -1.427, -2.479)
C (2.817, -0.105, 1.054)
C (2.729, 0.791, -1.872)
C (3.903, 0.117, 1.890)
C (-2.223, 0.831, -0.199)
C (0.071, 3.404, 3.121)
C (4.419, 2.037, -3.084)
C (-4.443, 3.379, 1.409)
C (0.376, 2.432, 2.179)
C (1.373, -3.288, 0.780)
C (-1.610, -2.192, -1.154)
C (-2.161, 3.655, 2.209)
C (1.602, 1.643, 2.113)
C (-1.739, 2.706, 1.220)
C (-3.497, 4.067, 2.229)
C (-0.975, -1.599, 1.870)
C (3.849, -0.269, -3.718)
C (-0.683, -0.079, 4.608)
C (3.835, 1.108, 2.859)
C (-3.954, -2.025, 0.684)
C (-1.998, -2.976, -3.417)
C (-3.185, 0.378, 3.088)
C (-1.332, -1.861, -3.882)
C (-2.648, 2.267, 0.115)
H (-3.057, -4.719, 0.269)
H (-2.413, -3.709, -4.099)
H (-1.185, -1.668, -4.935)
H (-3.209, -1.799, 5.266)
H (-2.733, 0.464, -1.094)
H (-2.383, 2.869, -0.777)
H (-2.651, -3.984, -1.658)
H (0.808, 3.655, 3.874)
H (-4.394, -2.229, 1.662)
H (-3.660, 0.557, 4.058)
H (4.793, -0.498, 1.796)
H (1.990, -0.965, 3.394)
H (-4.841, 1.974, -0.135)
H (-4.415, -2.716, -0.029)
H (1.644, -2.484, 0.101)
H (2.906, -0.893, 0.318)
H (4.672, 1.288, 3.524)
H (3.733, 2.853, -3.313)
H (5.124, 1.901, -3.905)
H (0.994, -4.911, 3.269)
H (4.956, 2.300, -2.173)
H (-1.267, 0.629, 5.202)
H (-2.512, -4.539, 1.925)
H (0.110, 0.476, 4.110)
H (0.781, -3.987, 0.188)
H (3.258, -2.256, -4.149)
H (-0.249, -0.118, -3.285)
H (-3.835, 4.732, 3.013)
H (-3.967, 0.103, 2.387)
H (1.335, -2.101, 4.567)
H (-5.500, 3.567, 1.588)
H (-1.336, -4.881, 0.657)
H (4.607, -0.169, -4.487)
H (-2.774, 1.333, 2.759)
H (-4.224, -1.014, 0.394)
H (-0.222, -0.789, 5.294)
H (-2.067, -3.039, 4.734)
H (2.614, -2.614, 3.473)
H (2.629, 2.639, 3.728)
H (2.290, -3.807, 1.076)
H (-0.712, -4.953, 2.821)
H (-1.395, 4.743, 3.915)
H (-2.528, 0.224, 0.654)
H (-0.196, -4.117, 4.286)
H (-3.533, -2.740, 3.809)